The following is a quantum chemistry calculation of an isolated molecule of C9H14N2O7, from OMol25.

Properties
Molar mass = 262.218 Da
ΔE to the lowest compared entry with this formula, charge and spin = 78.64 kcal per mole
Structure (SMILES) = N[C@@H](CCC(=O)O)C(=O)N[C@@H](CC(=O)O)C(=O)O
Orbital gap = 10.16 eV
LUMO level = 0.00907 Ha
HOMO level = -9.9 eV

```
32
Properties=species:S:1:pos:R:3:lowdin_charge:R:1
N 2.9866 -0.0183 0.2111 0.034
C 2.0104 0.9577 0.6650 -0.301
C 2.1156 2.2781 -0.1784 -0.138
C 2.1750 2.0774 -1.7407 -0.054
C 1.2681 0.8083 -2.2073 -0.448
O 1.5308 -0.4060 -2.1346 0.037
O 0.0771 1.2402 -2.7261 0.018
C 0.5109 0.5037 0.7460 -0.392
O -0.4606 1.3303 0.6905 0.003
N 0.2107 -0.7738 0.8482 0.155
C -1.0660 -1.3709 0.5711 -0.206
C -2.1967 -1.0149 1.4435 -0.091
C -3.1909 -2.0751 1.4787 -0.375
O -3.1622 -3.2052 0.9649 0.110
O -4.1241 -1.5790 2.5449 -0.036
C -1.5969 -1.1483 -0.8411 -0.436
O -1.9883 -2.1312 -1.4213 0.136
O -1.6123 0.1407 -1.3504 0.034
H 3.2938 -0.5849 1.0716 0.113
H 2.6762 -0.6731 -0.5091 0.055
H 2.2202 1.1406 1.8116 0.185
H 3.0427 2.7370 0.1336 0.102
H 1.2060 2.8428 0.1378 0.115
H 3.2366 1.7659 -1.9249 0.114
H 1.9545 3.0107 -2.3894 0.140
H -0.4046 0.2696 -3.0117 0.229
H 1.0722 -1.2995 0.9404 0.149
H -1.0331 -2.4523 0.5466 0.159
H -2.7024 -0.1388 1.2166 0.115
H -2.0139 -0.7652 2.5880 0.202
H -4.9666 -2.2205 2.5089 0.167
H -1.0686 0.7539 -0.6840 0.105
```

***

The following is a quantum chemistry calculation of an isolated molecule of C9H14N2Si, from OMol25.

Properties
Molar mass = 178.311 Da
ΔE to the lowest compared entry with this formula, charge and spin = 3.31 kcal per mole
Structure (SMILES) = C[Si](C)(C)/N=N\c1ccccc1
Orbital gap = 8.08 eV
LUMO level = 0.00886 Ha
HOMO level = -7.8 eV

```
26
Properties=species:S:1:pos:R:3:lowdin_charge:R:1
C 1.8564 1.3083 -0.3979 -0.174
Si 1.6570 -0.5049 0.0646 0.445
C 0.4600 -1.3287 -1.1295 -0.170
C 3.3034 -1.3911 -0.0524 -0.168
N 1.0753 -0.4870 1.7087 -0.033
N -0.1155 -0.6175 1.9836 0.002
C -1.1634 -0.0515 1.2287 -0.314
C -1.9973 -0.8527 0.4478 -0.059
C -3.0320 -0.2262 -0.2931 -0.065
C -3.2207 1.1465 -0.2411 -0.104
C -2.3672 1.8916 0.5117 -0.099
C -1.3194 1.3251 1.2059 -0.050
H 2.5449 1.7629 0.3127 0.029
H 2.3233 1.4147 -1.3781 0.029
H 0.9506 1.9019 -0.3915 0.013
H 1.0444 -1.5896 -2.0115 0.033
H -0.2680 -0.5538 -1.3872 0.029
H -0.0152 -2.2317 -0.6936 0.041
H 3.1207 -2.3745 -0.4755 0.024
H 3.9083 -0.8429 -0.7620 0.026
H 3.8245 -1.5179 0.8931 0.029
H -1.8761 -1.9154 0.5210 0.104
H -3.6614 -0.8173 -0.9531 0.104
H -3.9472 1.5981 -0.8773 0.097
H -2.4289 2.9693 0.3965 0.110
H -0.6566 1.9840 1.7695 0.121
```

***

The following is a quantum chemistry calculation of an isolated ion of composition C9H14N3 and charge +1, from OMol25.

Properties
Molar mass = 164.232 Da
ΔE to the lowest compared entry with this formula, charge and spin = 60.40 kcal per mole
Structure (SMILES) = Cc1ccccc1N/[N+](C)=C\N
Net charge = +1
Orbital gap = 7.75 eV
LUMO level = -0.14833 Ha
HOMO level = -11.8 eV

```
26
Properties=species:S:1:pos:R:3:lowdin_charge:R:1
C -1.6646 -2.1145 -0.9910 -0.030
C -1.6748 -0.7370 -0.4058 -0.220
C -2.8492 -0.0347 -0.4458 -0.009
C -2.9128 1.2831 0.1655 -0.022
C -1.7366 1.7445 0.7090 -0.109
C -0.5786 1.0397 0.7980 -0.096
C -0.5025 -0.2117 0.2375 -0.192
N 0.7564 -0.8554 0.1042 0.077
N 1.9741 -0.2180 0.3238 -0.103
C 2.8383 -0.9381 1.2827 0.010
C 2.4911 0.9121 -0.5313 0.050
N 1.6458 1.5870 -1.2847 0.213
H -0.8912 -2.2177 -1.7065 0.069
H -1.4272 -2.8534 -0.2518 0.079
H -2.7258 -2.1592 -1.3080 0.098
H -3.7877 -0.3175 -0.8178 0.102
H -3.7223 1.8891 -0.0726 0.087
H -1.5430 2.7282 1.2055 0.128
H 0.2576 1.4573 1.3504 0.118
H 0.8921 -1.7745 0.3152 0.100
H 3.7793 -0.5769 1.1502 0.059
H 2.7399 -2.0196 1.2059 0.106
H 2.5701 -0.7778 2.3104 0.101
H 3.4485 1.3063 -0.3299 0.140
H 1.9989 2.4014 -1.6058 0.086
H 0.6242 1.4573 -1.4073 0.155
```

***

The following is a quantum chemistry calculation of an isolated ion of composition C9H14N3 and charge +1, from OMol25.

Properties
Molar mass = 164.232 Da
ΔE to the lowest compared entry with this formula, charge and spin = 31.74 kcal per mole
Structure (SMILES) = NCCNC(=[NH2+])c1ccccc1
Net charge = +1
Orbital gap = 9.80 eV
LUMO level = -0.11971 Ha
HOMO level = -13.1 eV

```
26
Properties=species:S:1:pos:R:3:lowdin_charge:R:1
N 0.2932 -1.3535 1.2220 0.044
C 1.6034 -1.8970 1.2646 -0.199
C 2.6064 -0.7416 0.8320 -0.162
N 1.9024 0.0524 -0.1039 0.048
C 0.7675 0.6070 0.2678 -0.356
N 0.8277 1.4312 1.2868 0.234
C -0.5001 0.6482 -0.5266 -0.148
C -0.5646 0.5685 -1.9208 -0.019
C -1.7642 0.6734 -2.6351 -0.047
C -2.9190 0.6918 -1.9093 -0.063
C -2.8525 0.6983 -0.5288 -0.065
C -1.6978 0.8797 0.1922 -0.019
H -0.3925 -1.8853 0.7476 0.102
H -0.2108 -1.0537 2.0742 0.136
H 1.9376 -2.6175 0.5755 0.099
H 2.0029 -2.3383 2.2170 0.139
H 2.8694 -0.2748 1.8468 0.140
H 3.5339 -1.1126 0.4981 0.109
H 1.7779 -0.4288 -1.1210 0.229
H -0.0219 1.8859 1.4473 0.094
H 1.6693 1.6251 1.7552 0.128
H 0.2531 0.5685 -2.6262 0.115
H -1.6716 0.9165 -3.6953 0.125
H -3.9587 0.5626 -2.1716 0.120
H -3.8553 0.8665 -0.2473 0.104
H -1.6356 1.0274 1.2587 0.111
```

***

Question: What is the formula in the third record?
Answer: C9H14N3